# 1
{
  "formula": "C33H39BHfN4O2P2",
  "method": "the ωB97M-V functional and the def2-TZVPD basis",
  "e_lumo_ha": [-0.32658, -0.32656],
  "total_charge": 2,
  "orbital_gap_ev": [2.63, 2.64],
  "species": ["Hf", "C", "C", "C", "C", "C", "C", "C", "C", "C", "H", "H", "H", "H", "H", "H", "H", "H", "H", "H", "H", "H", "H", "H", "H", "P", "P", "N", "N", "N", "N", "C", "C", "C", "C", "C", "C", "C", "C", "C", "C", "C", "C", "C", "C", "C", "C", "C", "C", "H", "H", "H", "H", "H", "H", "H", "H", "H", "H", "H", "H", "H", "H", "H", "H", "H", "H", "H", "H", "O", "B", "O", "C", "C", "C", "C", "C", "C", "H", "H", "H", "H"],
  "xyz": [[-0.557, -2.049, -1.013], [-0.909, 0.587, 3.225], [-1.288, 0.693, 1.889], [-1.156, 1.845, 1.031], [0.244, 2.119, 0.389], [1.529, 1.820, 1.134], [1.662, 1.750, 2.459], [0.835, 2.554, 3.404], [-0.501, 1.977, 3.853], [0.837, -1.529, 2.481], [-1.782, 0.285, 3.836], [-1.748, -0.195, 1.438], [-1.508, 2.813, 1.446], [-1.809, 1.605, 0.183], [0.262, 1.555, -0.565], [0.272, 3.184, 0.102], [2.354, 1.518, 0.486], [2.511, 1.239, 2.912], [0.622, 3.528, 2.937], [1.447, 2.722, 4.300], [-0.526, 1.902, 4.953], [-1.305, 2.690, 3.607], [1.917, -1.643, 2.629], [0.703, -0.961, 1.551], [0.379, -2.517, 2.369], [1.501, -1.121, -1.794], [-2.049, -0.349, -1.746], [3.011, 0.060, -2.068], [2.412, -2.370, -2.751], [-2.109, 1.356, -2.656], [-3.674, -0.824, -2.390], [0.473, -0.483, -3.209], [-0.856, -1.273, -3.172], [4.191, 0.057, -1.325], [5.176, 0.789, -2.005], [4.589, 1.245, -3.227], [3.270, 0.779, -3.234], [2.548, -3.677, -2.291], [2.969, -4.465, -3.357], [3.095, -3.612, -4.506], [2.755, -2.327, -4.101], [-2.035, 2.658, -2.161], [-1.983, 3.567, -3.218], [-2.042, 2.800, -4.424], [-2.119, 1.464, -4.051], [-4.604, -0.138, -3.181], [-5.430, -1.064, -3.813], [-4.995, -2.365, -3.390], [-3.929, -2.195, -2.529], [0.939, -0.613, -4.193], [0.365, 0.609, -3.078], [-1.503, -1.240, -4.066], [-0.725, -2.431, -2.882], [4.237, -0.448, -0.373], [6.195, 0.967, -1.681], [5.053, 1.822, -4.017], [2.509, 0.919, -3.987], [2.321, -3.910, -1.259], [3.161, -5.525, -3.321], [3.376, -3.902, -5.506], [2.704, -1.406, -4.663], [-2.073, 2.867, -1.107], [-1.905, 4.645, -3.131], [-2.029, 3.174, -5.442], [-2.195, 0.588, -4.674], [-4.626, 0.944, -3.216], [-6.233, -0.843, -4.499], [-5.409, -3.321, -3.678], [-3.347, -2.923, -1.984], [-0.718, -1.640, 4.575], [0.133, -0.736, 3.706], [1.105, -0.110, 4.646], [0.633, -0.350, 5.894], [0.791, 0.466, 7.010], [-0.122, 0.353, 8.053], [-1.143, -0.601, 8.025], [-1.303, -1.454, 6.938], [-0.451, -1.294, 5.847], [1.590, 1.215, 6.990], [-0.040, 1.035, 8.902], [-1.837, -0.673, 8.858], [-2.101, -2.188, 6.874]],
  "atomic_forces_ev_per_a": [[-0.5921, -0.4647, 2.2571], [-1.6276, 3.4798, 0.2687], [0.4266, -1.2605, 1.5749], [0.3557, 0.9809, -1.3375], [0.5218, 0.8645, -0.5138], [-0.4204, -1.2568, 0.0642], [0.6330, 0.4675, -0.3282], [-0.2511, 0.2840, 0.3380], [-0.7642, -0.7348, 0.2504], [-0.1551, -0.0120, -0.4024], [0.4178, -0.8642, -0.2426], [-0.1881, 0.0439, 0.1144], [0.0511, -0.8060, 0.3371], [-0.0175, 0.3913, 0.1354], [0.1896, 0.2250, 0.3389], [-0.2594, -0.2805, -0.1614], [-0.1693, -0.3069, 0.1356], [0.1235, 0.3457, -0.3316], [0.3314, -0.1708, 0.1883], [-0.1566, 0.1440, -0.3396], [0.0020, -0.2164, -0.4813], [0.1537, -0.2803, 0.0846], [-0.2293, -0.1151, -0.0240], [0.0321, 0.2704, -0.3940], [-0.0159, -0.2348, 0.1852], [7.1282, 2.2954, -4.3915], [-3.1614, 2.9065, -3.9076], [-1.4270, -0.4766, 0.8982], [-1.4845, 0.6249, 0.9429], [0.2891, -1.7838, 0.9854], [1.7066, 0.1777, 0.8072], [-0.2357, -0.3425, -0.2245], [-0.5958, 0.2132, 1.1248], [0.7711, 0.5046, -0.1760], [-1.4849, -0.7793, 0.2386], [-1.4848, -0.9245, 0.6375], [0.5009, 0.5397, -0.3422], [-0.2129, -0.8008, -1.1027], [-0.3480, 0.7554, 0.4386], [-0.4318, 0.6438, 1.2194], [-0.1449, -0.8077, 0.1587], [0.2553, 1.0328, -0.3699], [-0.0664, -1.4095, 0.7561], [0.0355, -1.1026, 0.7588], [0.2386, 0.5730, -0.5259], [-0.6000, -0.4386, -0.5900], [1.3396, 0.4514, 1.0646], [0.7472, 0.1735, 0.4349], [-0.6678, 0.1635, -0.5604], [0.1106, -0.3229, 0.4202], [-0.5255, -0.4947, 0.2058], [0.4415, -0.3023, 0.4578], [-0.1753, 0.7518, -2.1088], [0.0497, 0.0354, -0.0403], [-0.2727, -0.1205, 0.0733], [-0.1209, -0.0854, 0.1737], [0.1148, 0.1009, 0.0538], [0.2890, -0.1050, 0.0046], [0.0565, 0.0231, 0.0324], [0.1260, 0.0271, 0.0878], [0.2518, -0.2060, 0.0998], [0.0397, 0.0080, -0.1675], [-0.1372, -0.2712, 0.0635], [-0.0333, -0.1458, 0.2274], [-0.1040, 0.0914, -0.0665], [0.0848, -0.2665, 0.0095], [0.0112, 0.0525, 0.1759], [-0.0090, 0.1254, 0.0242], [-0.0536, -0.1865, 0.1258], [1.1374, 0.0656, -1.1955], [0.9966, -1.8374, 2.0280], [-0.5619, -0.6667, -0.8999], [-2.0707, -0.3683, 0.3446], [0.4992, 0.1076, -0.3630], [0.3114, 0.0389, 0.2238], [0.1294, -0.2792, 0.0214], [0.1378, -0.1821, -0.2917], [0.5040, 1.9417, 0.3370], [-0.3852, -0.1766, 0.1844], [-0.0103, -0.2827, -0.2343], [0.1281, 0.0236, -0.1023], [-0.0172, 0.2241, 0.1038]]
}


# 2
{
  "formula": "C33H39ClIN5OOsS",
  "method": "the ωB97M-V functional and the def2-TZVPD basis",
  "e_lumo_ha": [-0.22457, -0.30694],
  "total_charge": 2,
  "spin_multiplicity": 5,
  "orbital_gap_ev": [7.04, 4.96],
  "de_lowest_kcal_mol": 0.00,
  "species": ["Os", "C", "C", "C", "C", "C", "C", "C", "C", "C", "C", "C", "C", "N", "C", "C", "C", "C", "C", "N", "C", "C", "C", "C", "H", "H", "H", "H", "H", "H", "H", "H", "H", "H", "H", "H", "H", "H", "H", "H", "H", "H", "H", "H", "H", "H", "H", "H", "H", "H", "H", "H", "H", "Cl", "C", "C", "C", "I", "C", "O", "C", "N", "C", "C", "C", "C", "H", "H", "H", "H", "S", "C", "N", "C", "C", "N", "H", "H", "H", "H", "H", "H"],
  "xyz": [[-0.075, 0.089, -0.529], [0.105, 1.306, -3.258], [1.470, 1.941, -3.044], [1.467, 3.119, -2.074], [2.559, 0.917, -2.790], [3.429, 0.631, -3.835], [4.442, -0.302, -3.692], [4.587, -0.980, -2.502], [3.740, -0.745, -1.424], [3.904, -1.573, -0.161], [5.176, -1.178, 0.595], [3.918, -3.072, -0.467], [2.748, 0.234, -1.577], [1.856, 0.473, -0.468], [2.308, 0.948, 0.687], [1.423, 0.957, 1.745], [1.479, 1.430, 3.059], [0.293, 1.048, 3.651], [-0.471, 0.348, 2.697], [0.192, 0.319, 1.519], [-1.752, -0.380, 3.012], [-1.615, -1.068, 4.380], [-2.909, 0.627, 3.100], [-2.043, -1.461, 1.970], [-0.684, 2.048, -3.384], [-0.274, 0.588, -2.482], [0.123, 0.645, -4.128], [1.708, 2.373, -4.020], [1.298, 2.822, -1.040], [0.688, 3.831, -2.353], [2.425, 3.638, -2.118], [3.316, 1.157, -4.775], [5.111, -0.503, -4.518], [5.369, -1.722, -2.407], [3.040, -1.399, 0.484], [6.056, -1.387, -0.016], [5.268, -1.745, 1.522], [5.205, -0.115, 0.841], [4.793, -3.364, -1.047], [3.031, -3.368, -1.037], [3.951, -3.640, 0.466], [3.326, 1.313, 0.761], [2.303, 1.955, 3.514], [0.020, 1.204, 4.681], [-1.442, -0.361, 5.190], [-0.798, -1.787, 4.375], [-2.539, -1.600, 4.608], [-2.728, 1.368, 3.880], [-3.840, 0.106, 3.336], [-3.047, 1.155, 2.159], [-1.135, -2.059, 1.773], [-2.412, -1.064, 1.021], [-2.808, -2.126, 2.367], [-5.989, 4.260, 0.041], [-4.840, 3.043, -0.230], [-5.283, 1.782, -0.610], [-4.390, 0.750, -0.817], [-5.077, -1.121, -1.344], [-2.986, 0.966, -0.662], [-2.154, 0.028, -0.800], [-2.525, 2.302, -0.302], [-1.199, 2.455, -0.160], [-0.750, 3.619, 0.277], [-1.589, 4.698, 0.571], [-2.942, 4.562, 0.391], [-3.445, 3.327, -0.051], [-6.346, 1.618, -0.728], [0.321, 3.714, 0.396], [-1.163, 5.626, 0.924], [-3.616, 5.381, 0.600], [0.345, -2.022, -1.793], [-0.713, -3.114, -0.975], [-2.010, -3.241, -1.201], [-2.606, -4.363, -0.470], [-1.379, -4.969, 0.254], [-0.305, -4.034, -0.110], [-2.499, -2.648, -1.852], [-3.069, -5.066, -1.158], [-3.359, -4.004, 0.228], [-1.147, -5.973, -0.096], [-1.513, -4.995, 1.332], [0.673, -4.172, 0.095]],
  "atomic_forces_ev_per_a": [[0.0472, -0.6878, 0.2254], [-0.3380, -0.3289, -0.1083], [0.0700, 0.1147, 0.0192], [0.0698, 0.0329, 0.0477], [0.1207, -0.0619, 0.0476], [-0.0348, 0.0112, 0.0449], [0.0240, 0.0533, -0.1439], [0.0558, -0.0991, 0.1010], [-0.0863, -0.0013, 0.0102], [0.0066, 0.0343, 0.0102], [0.0166, 0.0037, -0.0293], [-0.0779, -0.1046, -0.0420], [0.0024, -0.0251, -0.0038], [-0.1305, -0.0979, -0.2770], [0.0434, 0.2200, 0.0166], [0.0332, -0.0528, -0.2859], [0.0317, -0.0204, 0.2349], [0.1378, 0.1248, 0.1120], [0.0262, -0.1112, -0.0138], [0.0437, 0.3392, 0.1655], [-0.1440, 0.0535, -0.0727], [0.0487, 0.0107, -0.0006], [-0.0121, -0.0645, -0.0028], [0.1981, -0.1689, -0.1412], [0.0207, 0.0362, -0.0304], [0.1940, 0.3778, -0.1730], [-0.0137, 0.0873, -0.0558], [0.0181, -0.0055, 0.0111], [0.0774, -0.0608, -0.1657], [0.0073, 0.0179, 0.0079], [0.0098, 0.0059, 0.0171], [-0.0137, 0.0020, 0.0066], [0.0051, 0.0035, 0.0029], [0.0105, -0.0003, 0.0082], [0.0199, 0.0323, 0.0412], [0.0123, -0.0086, 0.0207], [0.0020, -0.0116, 0.0018], [-0.0396, 0.0136, 0.0049], [0.0178, 0.0198, -0.0031], [0.0786, 0.0318, 0.0554], [-0.0194, 0.0113, -0.0269], [0.0237, -0.0170, 0.0064], [0.0035, -0.0083, -0.0017], [-0.0197, 0.0070, 0.0005], [0.0032, 0.0269, -0.0377], [0.0573, -0.0583, 0.0239], [-0.0191, -0.0244, -0.0080], [0.0042, -0.0255, -0.0150], [0.0116, -0.0027, 0.0102], [-0.0179, 0.0900, -0.1506], [-0.3208, 0.1402, 0.0786], [0.0847, -0.0776, 0.2414], [-0.0811, -0.0963, -0.0181], [0.0100, -0.0037, -0.0072], [-0.0432, 0.0156, 0.0075], [-0.0076, -0.0372, -0.0047], [-0.0094, 0.0290, -0.0150], [-0.0450, 0.0502, 0.0082], [0.0956, 0.1235, -0.0889], [-0.1431, -0.1742, 0.0057], [-0.0725, -0.0241, 0.0898], [-0.0532, -0.1875, -0.0695], [0.0098, -0.0067, 0.0419], [-0.0120, 0.0034, -0.0152], [-0.0073, -0.0126, 0.0074], [0.0366, 0.0303, 0.0036], [0.0031, 0.0034, -0.0005], [-0.0402, 0.0145, 0.0638], [0.0069, -0.0039, 0.0055], [-0.0002, 0.0000, -0.0093], [0.0644, 0.5685, 0.2965], [-0.2266, -0.2790, -0.1626], [0.1444, 0.0786, -0.0285], [0.0469, 0.0291, 0.0324], [-0.0095, 0.0253, 0.0203], [0.0688, 0.0287, -0.0588], [-0.0156, 0.0100, 0.0593], [0.0077, 0.0008, -0.0069], [-0.0261, 0.0247, 0.0430], [0.0237, 0.0053, -0.0175], [0.0075, -0.0062, 0.0301], [-0.0833, 0.0141, 0.0027]]
}


# 3
{
  "formula": "C33H39F3N3O10",
  "method": "the ωB97M-V functional and the def2-TZVPD basis",
  "e_lumo_ha": -0.14828,
  "total_charge": 1,
  "orbital_gap_ev": 7.30,
  "species": ["C", "C", "C", "O", "N", "C", "C", "C", "C", "O", "O", "C", "C", "C", "C", "O", "C", "C", "C", "O", "C", "C", "O", "C", "C", "C", "C", "F", "C", "F", "F", "H", "H", "H", "H", "H", "H", "H", "H", "H", "H", "H", "H", "H", "H", "H", "H", "H", "H", "H", "H", "H", "H", "H", "H", "H", "H", "H", "H", "H", "C", "C", "C", "C", "C", "C", "N", "O", "O", "H", "H", "H", "H", "H", "C", "C", "C", "C", "C", "C", "N", "O", "O", "H", "H", "H", "H", "H"],
  "xyz": [[0.657, 4.548, -2.455], [0.944, 3.361, -3.388], [0.157, 3.368, -4.680], [-1.267, 3.066, -4.593], [-1.578, 2.083, -3.693], [-1.196, 0.837, -4.020], [-1.512, -0.217, -3.202], [-2.253, 0.028, -2.048], [-2.632, -1.158, -1.195], [-3.131, -2.097, -1.724], [-2.382, -1.071, 0.114], [-0.942, -1.007, 0.417], [-0.714, -1.662, 1.772], [0.622, -2.415, 1.776], [0.561, -3.706, 0.970], [1.863, -4.107, 0.571], [2.166, -3.726, -0.754], [-2.639, 1.335, -1.741], [-3.417, 1.573, -0.477], [-4.546, 0.716, -0.549], [-5.295, 0.510, 0.583], [-5.365, 1.584, 1.630], [-5.912, -0.500, 0.664], [-2.303, 2.388, -2.587], [-2.667, 3.818, -2.358], [-4.187, 4.166, -2.425], [-5.105, 3.085, -2.883], [-6.040, 2.690, -1.996], [-5.080, 2.483, -4.064], [-5.651, 1.326, -4.303], [-4.486, 2.973, -5.134], [0.091, 4.213, -1.586], [1.579, 4.960, -2.057], [0.065, 5.322, -2.937], [1.988, 3.420, -3.699], [0.872, 2.414, -2.850], [0.617, 2.728, -5.432], [0.175, 4.379, -5.079], [-0.635, 0.709, -4.931], [-1.202, -1.214, -3.474], [-0.646, 0.042, 0.418], [-0.431, -1.550, -0.377], [-0.720, -0.878, 2.527], [-1.533, -2.362, 1.928], [1.409, -1.761, 1.392], [0.880, -2.640, 2.810], [-0.055, -3.579, 0.076], [0.135, -4.493, 1.590], [3.170, -4.083, -0.962], [1.487, -4.204, -1.466], [2.148, -2.637, -0.874], [-3.699, 2.616, -0.349], [-2.784, 1.292, 0.365], [-6.227, 2.217, 1.432], [-4.488, 2.225, 1.691], [-5.478, 1.085, 2.586], [-2.307, 4.073, -1.361], [-2.140, 4.468, -3.041], [-4.543, 4.536, -1.468], [-4.292, 5.007, -3.113], [4.797, -6.559, 4.643], [5.884, -7.232, 4.100], [6.178, -7.102, 2.753], [5.372, -6.292, 1.974], [4.281, -5.617, 2.489], [3.997, -5.758, 3.838], [5.692, -6.138, 0.545], [6.633, -6.761, 0.103], [4.990, -5.390, -0.110], [4.572, -6.661, 5.696], [6.504, -7.857, 4.726], [7.019, -7.621, 2.318], [3.662, -4.999, 1.854], [3.147, -5.240, 4.263], [3.082, 3.137, 4.378], [1.789, 2.686, 4.610], [0.947, 2.414, 3.546], [1.427, 2.599, 2.260], [2.710, 3.053, 2.005], [3.540, 3.323, 3.079], [0.549, 2.294, 1.130], [-0.583, 1.901, 1.366], [0.986, 2.420, 0.001], [3.737, 3.344, 5.213], [1.436, 2.545, 5.622], [-0.060, 2.064, 3.715], [3.057, 3.190, 0.993], [4.546, 3.676, 2.903]],
  "atomic_forces_ev_per_a": [[-0.3481, -0.5609, 0.3776], [0.1405, 0.3223, 0.0972], [0.6307, 0.1050, -0.0215], [-0.3043, 0.3322, 0.2093], [0.0945, -0.3731, -0.0626], [0.0113, -0.3834, 0.2231], [-0.1750, 0.2699, -0.0162], [0.3262, 0.4889, -0.1440], [-0.2750, 0.0808, -0.1724], [-0.1732, -0.3480, -0.1288], [0.3687, -0.0506, 0.2920], [-0.4647, -0.0193, 0.0007], [0.2843, 0.0121, -0.6459], [-0.3376, 0.3247, 0.2687], [0.5180, 0.2639, 0.0278], [-0.2313, -0.1820, 0.0596], [0.2988, -0.1691, 0.1052], [0.1100, -0.1706, 0.0784], [-0.0401, 0.0062, 0.1506], [0.2021, 0.1058, -0.0405], [-0.0848, -0.0128, 0.1251], [0.4625, 0.1374, 0.0707], [-0.2385, -0.3440, -0.1242], [0.2813, -0.0367, -0.4578], [-0.2804, 0.2352, 0.5492], [-0.1607, 0.3463, -0.6176], [-0.1137, 0.1428, -0.0201], [0.3662, -0.3503, 0.1796], [-0.3612, -0.2610, 0.2317], [-0.3363, 0.2444, -0.2371], [0.5688, -0.1407, 0.1536], [-0.0488, 0.0410, 0.0168], [0.0478, 0.1895, -0.1059], [0.1883, 0.1888, -0.1305], [0.0320, -0.0696, -0.1563], [-0.0855, -0.0720, -0.0075], [-0.1619, -0.2635, 0.0330], [-0.2482, 0.0194, -0.1402], [-0.0143, 0.2223, -0.0913], [-0.0492, -0.0687, 0.0123], [0.0748, -0.1712, -0.1459], [0.1800, -0.0182, 0.0069], [-0.1662, -0.1336, 0.2483], [-0.0950, 0.0462, 0.2510], [0.0993, -0.0525, -0.1049], [0.1713, -0.0576, 0.0117], [-0.2228, -0.1144, 0.0167], [-0.0716, -0.1380, -0.0954], [0.0746, 0.0477, 0.0056], [-0.1429, 0.0947, -0.0309], [-0.0913, 0.0596, -0.0608], [-0.0879, 0.0649, -0.1363], [0.0224, 0.0759, 0.0365], [-0.1283, -0.0417, 0.0034], [0.0532, 0.0238, -0.0725], [-0.2173, 0.0333, 0.0689], [0.0500, 0.0220, 0.0403], [0.1369, -0.1344, -0.1460], [-0.0541, -0.1183, 0.1078], [0.0517, 0.0859, 0.0158], [-0.0055, 0.0058, -0.0186], [-0.0682, 0.0454, 0.0222], [0.1155, -0.0928, 0.0533], [-0.0173, -0.0022, 0.1081], [-0.1227, 0.1126, 0.0026], [0.0767, -0.0578, 0.0296], [-0.0127, -0.0224, -0.0128], [0.0096, 0.0009, -0.0084], [0.0141, 0.0251, -0.0447], [-0.0046, -0.0093, 0.0036], [0.0081, -0.0107, -0.0036], [-0.0128, 0.0385, -0.0819], [0.0273, -0.0375, -0.0665], [-0.0116, 0.0048, -0.0049], [-0.0167, -0.0059, -0.0268], [0.0750, 0.0235, -0.0228], [-0.0961, -0.0411, 0.1116], [0.0439, 0.0187, 0.0713], [0.1239, 0.0438, -0.0845], [-0.0369, -0.0158, 0.0779], [0.0114, -0.0897, -0.0305], [-0.0484, 0.2941, 0.1222], [-0.0055, 0.0277, -0.0481], [0.0017, 0.0082, 0.0047], [-0.0117, -0.0002, 0.0048], [-0.0124, -0.0080, -0.0769], [-0.0667, -0.0345, -0.0323], [0.0067, 0.0022, -0.0106]]
}